1.
ORCA calculation (the ωB97M-V functional and the def2-TZVPD basis) on a molecular structure, C28H46N8PS4Y.

Geometry as ORCA input:
```
! wB97M-V def2-TZVPD RIJCOSX def2/J DEFGRID3
* xyz 4 1
Y -0.2909 -0.0024 0.1021
C 0.0046 2.5385 3.0120
C -1.5106 2.4503 3.0993
S -2.2033 1.0291 2.2003
C -3.5550 1.7796 1.2521
C -3.1431 2.7677 0.1717
S -1.8309 2.1806 -0.9530
C -0.6135 3.5234 -0.8867
C -0.0441 3.8547 0.4840
S 0.6983 2.4282 1.3420
H 0.4878 1.7322 3.5676
H 0.3545 3.4705 3.4587
H -1.9952 3.3547 2.7343
H -1.7934 2.3507 4.1478
H -4.2312 2.2648 1.9578
H -4.1016 0.9433 0.8202
H -2.8057 3.7158 0.5881
H -4.0137 2.9883 -0.4466
H -1.0645 4.4159 -1.3246
H 0.1769 3.2104 -1.5725
H -0.7962 4.2797 1.1462
H 0.7283 4.6164 0.3725
C -5.8656 -1.8273 -0.9023
C -5.0301 -1.5247 0.1668
C -3.6865 -1.2775 -0.0710
C -3.1908 -1.3475 -1.3687
C -4.0183 -1.6750 -2.4441
C -5.3590 -1.9025 -2.1983
N -1.7824 -1.1504 -1.5258
N -1.3110 -1.6222 -2.5767
C 0.1101 -1.6463 -2.6572
C 0.6431 -2.2590 -3.7755
C 2.0109 -2.5001 -3.8026
C 2.7761 -2.1313 -2.7027
C 2.1598 -1.4905 -1.6433
N 0.8451 -1.2238 -1.6129
H -6.9155 -2.0200 -0.7268
H -5.4219 -1.5092 1.1749
H -3.0108 -1.1340 0.7682
H -3.6271 -1.7340 -3.4488
H -6.0187 -2.1477 -3.0192
H -0.0162 -2.5732 -4.5724
H 2.4604 -3.0019 -4.6494
H 3.8312 -2.3624 -2.6523
H 2.7298 -1.2086 -0.7646
C 5.0838 4.1461 -2.5827
N 5.1844 2.6803 -3.0604
C 6.2446 1.9735 -2.1863
N 5.9097 2.0902 -0.8140
C 5.8132 3.4949 -0.4204
N 4.7878 4.1916 -1.1970
C 3.4399 3.7371 -0.8755
P 3.1791 1.9301 -1.2480
C 3.8540 1.9843 -2.9846
C 4.7354 1.3121 -0.4337
H 4.3149 4.6253 -3.1881
H 6.0553 4.5937 -2.7926
H 5.5049 2.6757 -4.0317
H 7.1889 2.4722 -2.4048
H 6.2865 0.9358 -2.5160
H 6.7761 3.9784 -0.5860
H 5.5724 3.5594 0.6391
H 2.7173 4.3358 -1.4371
H 3.2573 3.9066 0.1880
H 3.1661 2.5114 -3.6481
H 3.9871 0.9738 -3.3756
H 4.9013 0.2646 -0.6981
H 4.6159 1.3541 0.6509
C -2.8168 -2.6191 5.5149
C -1.4037 -2.1127 5.2999
N -1.0721 -1.9432 3.8675
C -0.5300 -2.7849 3.0037
S -0.3160 -2.3169 1.3092
N -0.1109 -4.0058 3.2614
C -0.1650 -4.8414 4.4864
C 0.0752 -6.2870 4.0978
H -3.0273 -2.6771 6.5818
H -2.9683 -3.6093 5.0860
H -3.5482 -1.9441 5.0687
H -0.6523 -2.7474 5.7578
H -1.2763 -1.1258 5.7448
H -1.4755 -1.1257 3.4339
H 0.3223 -4.4666 2.4721
H -1.1431 -4.7253 4.9465
H 0.6012 -4.4932 5.1797
H -0.6919 -6.6459 3.4122
H 0.0471 -6.9096 4.9897
H 1.0571 -6.4159 3.6404
*
```

Results
- Energy relative to the best compared isomer or geometry (same formula, charge and spin): 21.7 kcal per mole
- E: -3503.79993 hartree

---

2.
ORCA calculation (the ωB97M-V functional and the def2-TZVPD basis) on a molecular structure, C28H47BN7Pb.

Geometry as ORCA input:
```
! wB97M-V def2-TZVPD RIJCOSX def2/J DEFGRID3
* xyz 1 1
Pb 16.4510 28.1988 -11.9962
B 19.3824 26.2901 -10.3561
H 19.1464 25.2747 -10.6346
H 19.5744 26.8540 -11.2557
H 18.5441 26.7352 -9.8429
H 20.2677 26.3415 -9.7414
C 15.9258 28.0091 -3.2253
C 15.5903 29.4688 -3.4343
C 16.5566 30.1697 -4.3256
C 16.2633 29.8133 -5.6968
N 16.0055 29.5981 -6.7838
H 16.8585 27.7680 -2.7153
H 15.8359 27.4049 -4.1281
H 15.2008 27.6303 -2.5049
H 15.4880 29.9655 -2.4694
H 14.6129 29.4219 -3.9144
H 17.6186 30.0875 -4.0944
H 16.3744 31.2424 -4.2596
C 22.2955 21.4120 -8.1522
C 21.2958 21.3020 -6.9987
C 20.9159 19.8416 -6.5163
C 20.0917 19.2317 -7.5974
N 19.4543 18.8375 -8.4888
H 23.0863 20.7044 -7.9029
H 22.7333 22.4088 -8.2037
H 21.8521 21.1462 -9.1118
H 20.4498 21.9145 -7.3107
H 21.6934 21.7475 -6.0869
H 20.3764 19.7775 -5.5713
H 21.8603 19.3031 -6.4372
C 15.3230 22.4876 -5.2232
C 13.9306 22.1925 -5.7823
C 13.0709 23.3966 -6.2134
C 13.7038 24.1576 -7.3326
N 14.1559 24.7231 -8.2446
H 15.1290 22.9550 -4.2578
H 15.8794 23.1727 -5.8629
H 15.9014 21.5708 -5.1087
H 13.2255 21.7291 -5.0922
H 14.0284 21.4181 -6.5431
H 12.9353 24.1016 -5.3932
H 12.0924 23.0534 -6.5495
C 20.0940 19.3554 -15.0605
C 19.9458 20.7788 -14.4714
C 18.6891 20.8849 -13.6170
C 17.9857 22.1718 -13.7408
N 17.4004 23.1422 -13.8259
H 19.4269 19.0173 -15.8536
H 19.7898 18.6623 -14.2761
H 21.0891 19.0358 -15.3696
H 20.0096 21.5127 -15.2748
H 20.8931 20.9348 -13.9554
H 18.9426 20.8052 -12.5599
H 18.0192 20.0324 -13.7295
N 23.6919 28.8698 -11.7063
C 23.7786 30.2272 -11.5946
C 24.8014 30.6681 -12.3432
C 25.3418 29.5623 -12.9590
C 24.6721 28.4055 -12.5136
H 22.9259 28.3244 -11.3378
H 23.0362 30.7957 -11.0542
H 25.0447 31.6910 -12.5902
H 26.1418 29.6132 -13.6827
H 24.8105 27.3706 -12.7894
N 21.5001 28.5590 -5.6575
C 21.6168 27.7916 -4.5333
C 22.1449 28.6987 -3.4895
C 22.4037 29.9315 -4.0763
C 22.0309 29.8238 -5.4681
H 21.1118 28.3184 -6.5583
H 21.3249 26.7566 -4.4335
H 22.3923 28.3717 -2.4904
H 22.7636 30.8337 -3.6041
H 22.2603 30.5027 -6.2762
N 21.9950 26.9273 -17.4366
C 23.1011 27.2092 -18.1879
C 23.1954 26.2584 -19.2040
C 22.0148 25.4778 -19.1688
C 21.2852 25.9103 -18.0316
H 21.8497 27.3209 -16.5179
H 23.7324 28.0100 -17.8321
H 23.9522 26.1708 -19.9696
H 21.7075 24.7152 -19.8690
H 20.3388 25.6314 -17.5923
*
```

Results
- Energy relative to the best compared isomer or geometry (same formula, charge and spin): 238.7 kcal per mole
- E: -1695.43002 hartree

---

3.
ORCA calculation (the ωB97M-V functional and the def2-TZVPD basis) on a molecular structure, C28H47BaCl3N2O3PSi.

Geometry as ORCA input:
```
! wB97M-V def2-TZVPD RIJCOSX def2/J DEFGRID3
* xyz -1 1
C -1.1074 3.4664 -1.7541
C -2.3149 2.9573 -1.0715
H -1.3243 3.8593 -2.7533
H -0.3360 2.6794 -1.8393
H -0.6551 4.2797 -1.1604
C -3.5849 3.1196 -1.4399
C -4.0684 3.8825 -2.6224
H -4.3785 2.6907 -0.8206
H -3.2610 4.2716 -3.2567
H -4.6859 4.7405 -2.3106
H -4.7206 3.2594 -3.2551
Ba 0.0108 -0.2130 0.3621
Cl 0.9086 1.4763 1.9976
Cl 1.5878 0.8035 -1.5846
H 3.7522 -3.8044 2.1846
H 5.4534 -1.8209 2.1659
C 3.4410 -3.4632 1.1865
C 5.0567 -1.5725 1.1753
N 3.7133 -2.0366 1.0545
H 2.3772 -3.6543 1.0435
C 2.7433 -1.1921 0.8162
O 1.6367 -1.7429 0.7457
H 5.0772 -0.4857 1.0410
H 2.9784 -0.1319 0.7003
H 4.0256 -4.0142 0.4364
H 5.6869 -2.0413 0.4115
H -1.7354 0.9908 -3.2524
H -4.0762 0.3116 -2.5755
C -1.4597 -0.0725 -3.3599
C -3.7706 -0.7267 -2.7798
N -2.3541 -0.8756 -2.5467
H -0.4260 -0.2053 -3.0272
C -1.9370 -1.5745 -1.4970
O -0.7387 -1.7632 -1.2585
H -4.3312 -1.4024 -2.1177
H -2.7100 -2.0542 -0.8983
H -1.5738 -0.3677 -4.4142
H -4.0038 -0.9714 -3.8240
O -1.7568 1.0143 -0.4114
C -1.9996 2.1407 0.1588
C -3.9564 0.7931 1.0294
C -3.1262 1.8995 1.1439
H -3.7410 0.0399 0.2720
C -5.0369 0.6505 1.9048
H -1.1684 2.6124 0.6950
C -3.3498 2.8488 2.1285
H -5.6856 -0.2208 1.8139
C -5.2720 1.6003 2.8922
C -4.4168 2.7015 3.0009
H -2.6821 3.7064 2.1997
H -6.1121 1.4880 3.5727
H -4.5901 3.4482 3.7719
Si 5.2789 1.6173 -4.8922
Cl 4.1976 3.0560 -5.9247
C 4.6784 -0.0577 -5.4664
C 4.9620 1.8718 -3.0733
C 7.0885 1.8657 -5.3103
H 3.6055 -0.1813 -5.2602
H 5.2169 -0.8666 -4.9513
H 4.8310 -0.1849 -6.5477
H 7.2653 1.7569 -6.3902
H 7.7175 1.1289 -4.7893
H 7.4279 2.8688 -5.0141
H 3.8914 1.7626 -2.8368
H 5.2787 2.8748 -2.7515
H 5.5138 1.1348 -2.4686
C -2.0818 -3.9248 2.6616
P -1.3598 -2.2549 2.4708
C -2.9520 -1.4488 2.9464
C -0.1366 -2.3017 3.8501
C 0.5362 -3.4915 4.2177
C 1.4037 -3.5115 5.3095
C 1.6427 -2.3459 6.0394
C 1.0106 -1.1574 5.6691
C 0.1348 -1.1329 4.5830
H -2.9446 -4.0301 1.9911
H -2.4167 -4.0983 3.6994
H -1.3549 -4.6894 2.3814
H -3.3890 -1.9270 3.8236
H -2.8042 -0.3849 3.1470
H -3.6536 -1.5919 2.0946
H 0.3663 -4.4262 3.6745
H 1.8923 -4.4443 5.5985
H 2.3170 -2.3665 6.8956
H 1.1939 -0.2455 6.2385
H -0.3595 -0.1987 4.3109
*
```

Results
- E: -3467.45085 hartree

---

4.
ORCA calculation (the ωB97M-V functional and the def2-TZVPD basis) on 2 unconnected molecules or ions with the total composition C28H47Br3Cl2F4N6O2.

Geometry as ORCA input:
```
! wB97M-V def2-TZVPD RIJCOSX def2/J DEFGRID3
* xyz 0 1
C 2.0212 1.2213 1.4153
C 0.8281 1.7252 1.0961
C -0.3466 0.9995 0.4457
C -0.6736 1.8032 -0.8223
C -1.5276 1.0956 -1.8888
N -1.1323 1.5998 -3.2229
N -0.0960 -0.4352 0.2315
C 0.9786 -0.9187 -0.6650
C 1.8016 0.0735 -1.4802
C 3.1914 -0.5173 -1.7773
C 4.2395 0.5718 -1.6484
N 5.5806 0.0612 -1.8766
C 6.3978 0.0935 -0.7411
N 7.1459 1.0881 -0.4997
N 6.2730 -1.0510 0.1513
C -0.8941 -1.2392 0.8483
C -0.5765 -2.7086 0.6845
Cl -1.9926 -3.7746 0.9450
C 0.6515 -3.2323 1.5428
C 0.4769 -4.5345 2.2801
Cl 1.3171 -1.9776 2.6187
C -2.0605 -0.5611 1.5788
C -3.2966 -0.3998 0.6630
C -3.9489 -1.6481 0.0375
C -5.3355 -1.3328 -0.4924
F -6.1193 -0.7856 0.4739
Br -6.1417 -3.0466 -1.0063
C -5.3682 -0.4017 -1.7266
F -6.6478 -0.2743 -2.1606
F -4.9486 0.8377 -1.3616
Br -4.3180 -1.0474 -3.2194
N -2.2135 -0.8490 3.0032
C -3.3403 -0.1644 3.6644
C -2.3230 -2.2483 3.4134
C -3.6659 -2.9620 3.3749
O -1.3778 -2.8135 3.9019
C -1.4869 0.9605 1.5325
F -0.8450 1.1590 2.7533
C -2.4958 2.1104 1.4764
C -2.0131 3.4420 2.0535
C -3.2017 4.4195 2.0072
Br -2.8706 5.8847 3.2486
H 2.3505 0.2184 1.2034
H 2.7236 1.8416 1.9502
H 0.6798 2.7784 1.2736
H -1.1131 2.7551 -0.5505
H 0.2421 2.0643 -1.3394
H -2.5784 1.3365 -1.7304
H -1.3546 0.0232 -1.8894
H -1.8164 2.2690 -3.5492
H -1.1704 0.8409 -3.8894
H 1.6610 -1.5642 -0.1277
H 0.4886 -1.5609 -1.3967
H 1.9304 1.0583 -1.0604
H 1.3206 0.2125 -2.4461
H 3.2222 -0.9201 -2.7865
H 3.4548 -1.3163 -1.0772
H 4.1689 0.9745 -0.6334
H 4.0118 1.3630 -2.3628
H 5.5175 -0.8793 -2.2403
H 7.6544 0.9546 0.3698
H 6.8770 -1.7999 -0.1671
H 6.5771 -0.7953 1.0801
H -0.3546 -2.9333 -0.3488
H 1.4446 -3.4026 0.8222
H -0.2574 -4.5010 3.0748
H 0.2818 -5.3571 1.6007
H 1.4362 -4.7529 2.7439
H -4.0833 0.1455 1.1661
H -2.9872 0.2224 -0.1685
H -4.0814 -2.4234 0.7779
H -3.3297 -2.0034 -0.7757
H -3.0703 0.8592 3.8919
H -4.2984 -0.2336 3.1534
H -3.4711 -0.6355 4.6344
H -3.5528 -3.9424 2.9362
H -4.4656 -2.3906 2.9182
H -3.9405 -3.1207 4.4163
H -3.4256 1.8672 1.9775
H -2.8017 2.3146 0.4507
H -1.2467 3.9004 1.4384
H -1.7092 3.3683 3.0884
H -4.1206 3.9372 2.3126
H -3.2916 4.8691 1.0274
C 5.8505 2.3151 -5.6111
C 5.8487 1.2028 -4.5367
O 4.6984 0.4769 -4.5489
H 5.0214 3.0087 -5.4479
H 6.7870 2.8962 -5.5785
H 5.7575 1.8891 -6.6134
H 6.0724 1.7227 -3.5751
H 6.7966 0.6240 -4.7097
*
```

Results
- Energy relative to the best compared isomer or geometry (same formula, charge and spin): 12.8 kcal per mole
- E: -10615.74594 hartree

---

5.
ORCA calculation (the ωB97M-V functional and the def2-TZVPD basis) on 3 unconnected molecules or ions with the total composition C28H47BrClF7N3O12P2.

Geometry as ORCA input:
```
! wB97M-V def2-TZVPD RIJCOSX def2/J DEFGRID3
* xyz 1 1
C 6.4736 -0.4766 -3.6569
C 5.2980 -1.0969 -4.3965
O 4.7043 -2.1460 -3.6418
C 3.6193 -1.7446 -2.8548
C 3.3236 -2.9411 -1.9730
O 2.1820 -2.7919 -1.1318
C 2.1252 -2.0549 0.0517
P 3.6757 -2.2001 1.0598
N 4.8107 -1.4917 0.3093
O 3.8079 -3.7411 1.4841
O 3.2876 -1.4939 2.4328
N 2.0704 -0.6321 -0.3211
C 1.2898 0.2359 0.5730
C 1.8490 1.6540 0.3179
C 2.8725 2.0704 1.3620
F 0.8516 2.6160 0.2112
C -0.1826 -0.0705 0.2305
C -1.1346 0.2185 1.4070
C -0.7929 1.3564 2.3600
O 0.2374 0.8921 3.2385
C -0.0518 0.9533 4.6119
C 1.2558 0.8105 5.3497
F 2.1710 1.6821 4.9380
F 1.0719 1.0006 6.6488
F 1.7875 -0.4126 5.1947
C -0.5874 0.6467 -1.1137
Cl -1.2132 -0.5054 -2.3622
C -1.5902 1.7994 -0.9989
C -3.0847 1.4643 -1.0985
N -0.2281 -1.6053 -0.0020
F -1.5228 -1.9903 0.2240
C 0.7406 -2.5334 0.7049
C 0.6980 -2.5217 2.2467
C -0.5249 -2.9231 3.0395
O -1.6651 -2.6354 2.8575
Br -0.0200 -3.8006 4.7117
P 0.5375 -4.4162 0.0601
C 0.1922 -5.4027 1.5519
C -1.0811 -4.5381 -0.8209
C -2.3779 -4.7057 -0.0216
H 6.7107 0.5100 -4.0571
H 7.3646 -1.0991 -3.7354
H 6.2307 -0.3808 -2.5961
H 4.5478 -0.3269 -4.6171
H 5.6041 -1.5196 -5.3533
H 3.8580 -0.8474 -2.2726
H 2.7317 -1.5111 -3.4606
H 3.0627 -3.7778 -2.6265
H 4.2258 -3.2520 -1.4438
H 5.6349 -2.0320 0.0867
H 3.7505 -4.3143 0.7032
H 3.6854 -1.9518 3.1889
H 3.0388 -0.3138 -0.3519
H 1.4906 -0.0093 1.6138
H 2.3498 1.6269 -0.6557
H 2.6110 1.7142 2.3575
H 3.8587 1.6854 1.1030
H 2.9084 3.1603 1.3847
H -1.1807 -0.6404 2.0638
H -2.1581 0.3365 1.0524
H -1.7013 1.5718 2.9323
H -0.4797 2.2894 1.8987
H -0.4967 1.9057 4.9057
H -0.6873 0.1151 4.9162
H 0.3161 1.0163 -1.5922
H -1.3577 2.4414 -1.8536
H -1.3841 2.4049 -0.1228
H -3.6389 2.2380 -0.5661
H -3.3540 0.5113 -0.6416
H -3.4130 1.4845 -2.1358
H -0.0992 -1.7876 -1.0130
H 0.9270 -1.5236 2.6340
H 1.5142 -3.1459 2.5941
H 0.2233 -6.4312 1.1812
H 0.9771 -5.3023 2.2993
H -0.7784 -5.2587 2.0300
H -0.9254 -5.4369 -1.4265
H -1.1483 -3.7245 -1.5476
H -2.4546 -5.7216 0.3633
H -3.2376 -4.5406 -0.6737
H -2.4518 -4.0178 0.8124
C -4.7455 5.7228 2.8199
C -3.5144 5.8344 1.9405
O -3.5943 4.6484 1.1654
C -4.9037 4.2739 1.0934
O -5.3211 3.4583 0.3428
O -5.6326 4.9582 1.9937
F -2.3633 5.8222 2.6513
H -4.5188 5.1586 3.7253
H -5.1945 6.6760 3.0793
H -3.5058 6.6944 1.2701
C -5.5360 3.8622 -5.5538
C -5.2082 2.5356 -4.8957
O -3.8222 2.6692 -4.6357
C -3.5381 3.9963 -4.5032
O -2.5332 4.4226 -4.0471
O -4.5746 4.7354 -4.9492
F -5.4096 1.4792 -5.7161
H -5.3598 3.8104 -6.6287
H -6.5430 4.2164 -5.3579
H -5.7318 2.3527 -3.9556
*
```

Results
- E: -6577.97792 hartree

---

| no. | orbital gap (eV) |
| --- | --- |
| 1 | 7.03 |
| 2 | 1.57 |
| 3 | 6.12 |
| 4 | 2.23 |
| 5 | 9.25 |